No. 1
Density functional theory data (ωB97M-V/def2-TZVPD) for C33H32OP2Ru as an isolated structure.

```
69
Properties=species:S:1:pos:R:3
Ru -0.06 -0.03 0.08
C 1.83 -3.27 0.22
C 0.45 -2.68 0.30
C -0.11 -2.32 1.51
C -1.40 -1.81 1.58
C -2.15 -1.68 0.43
C -1.62 -2.05 -0.79
C -0.33 -2.54 -0.86
H 2.50 -2.83 0.96
H 2.28 -3.13 -0.73
H 1.79 -4.35 0.40
H 0.46 -2.46 2.42
H -1.81 -1.53 2.53
H -3.17 -1.31 0.48
H -2.21 -1.96 -1.70
H 0.07 -2.84 -1.78
C -0.41 1.49 -2.17
C -0.69 1.94 -0.72
P 0.96 2.32 -0.01
C 0.81 1.79 1.74
C 1.51 0.62 2.15
C 1.44 0.16 3.45
C 0.69 0.87 4.40
C -0.02 2.03 4.04
C 0.03 2.49 2.73
C 1.14 4.12 0.08
C 2.09 4.66 0.95
C 2.32 6.03 1.01
C 1.59 6.89 0.19
C 0.66 6.36 -0.70
C 0.44 4.99 -0.76
P 1.22 0.55 -2.15
C 2.22 1.40 -3.41
C 3.53 1.76 -3.08
C 4.34 2.43 -3.99
C 3.85 2.76 -5.25
C 2.54 2.41 -5.59
C 1.74 1.74 -4.68
C 0.93 -0.98 -3.09
C 1.73 -2.06 -2.77
C 1.61 -3.28 -3.45
C 0.67 -3.42 -4.46
C -0.13 -2.33 -4.80
C 0.00 -1.12 -4.12
H -0.31 2.37 -2.81
H -1.27 0.91 -2.53
H -1.16 1.10 -0.15
H -1.41 2.76 -0.69
H 2.11 0.06 1.43
H 1.99 -0.73 3.74
H 0.64 0.51 5.43
H -0.60 2.56 4.78
H -0.52 3.39 2.47
H 2.69 4.01 1.59
H 3.06 6.43 1.69
H 1.77 7.95 0.22
H 0.10 7.02 -1.36
H -0.28 4.62 -1.49
H 3.93 1.52 -2.10
H 5.35 2.70 -3.72
H 4.47 3.28 -5.96
H 2.16 2.66 -6.57
H 0.72 1.49 -4.98
H 2.46 -1.97 -2.00
H 2.25 -4.11 -3.18
H 0.58 -4.36 -4.99
H -0.86 -2.43 -5.60
H -0.63 -0.30 -4.42
O -0.43 1.23 1.25
```

As for the expectation value of S²: 6.0675. The calculation puts the relative energy (zero: lowest compared OMol25 entry of this formula, charge and spin) at 201.69 kcal/mol. Its orbital gap (alpha / beta) is 6.3749 / 6.0041 eV. Its total charge is +2. The energy is -57923.17421 eV. The spin multiplicity is 5. Its largest force on an atom is 7.3 eV/A. The calculation puts the HOMO energy (alpha / beta) at -13.3 / -14.2 eV.

=====

No. 2
Density functional theory data (ωB97M-V/def2-TZVPD) for C33H33AlBBrIN7S2Te as an isolated structure.

```
80
Properties=species:S:1:pos:R:3
Al 0.56 0.71 0.43
C -4.00 -0.57 2.30
N -3.38 0.73 2.29
C -3.73 1.80 3.07
C -2.92 2.83 2.71
N -2.09 2.40 1.72
B -0.92 3.16 1.08
N -1.14 3.35 -0.43
C -2.15 4.12 -0.95
C -2.04 4.12 -2.30
N -0.96 3.34 -2.61
C -0.48 3.04 -3.94
C -0.42 2.89 -1.46
S 1.00 1.91 -1.44
C -2.38 1.12 1.48
S -1.69 0.11 0.25
H -4.38 -0.78 3.30
H -3.26 -1.33 2.02
H -4.81 -0.60 1.58
H -4.50 1.75 3.81
H -2.88 3.84 3.09
H -0.74 4.18 1.63
H 0.10 2.37 1.22
H -2.86 4.62 -0.32
H -2.63 4.61 -3.05
H -1.23 3.35 -4.66
H -0.30 1.97 -4.03
H 0.46 3.57 -4.14
Br -2.50 -3.74 0.20
C -3.69 -2.85 -0.97
C -5.05 -2.93 -0.70
C -5.96 -2.32 -1.54
C -5.51 -1.68 -2.69
C -4.15 -1.59 -2.96
C -3.24 -2.16 -2.08
I -1.17 -1.92 -2.49
H -5.39 -3.49 0.17
H -7.01 -2.38 -1.33
H -6.22 -1.25 -3.38
H -3.81 -1.11 -3.86
C 0.57 -2.31 1.69
Te 0.56 -0.51 2.89
C 2.56 -1.13 3.44
C 2.84 -2.42 2.72
C 4.05 -3.09 2.93
C 4.30 -4.29 2.29
C 3.37 -4.82 1.41
C 2.17 -4.16 1.19
C 1.90 -2.97 1.86
H 0.35 -2.09 0.63
H -0.22 -2.96 2.05
H 2.57 -1.28 4.52
H 3.29 -0.36 3.19
H 4.77 -2.68 3.61
H 5.23 -4.82 2.48
H 3.56 -5.75 0.91
H 1.44 -4.57 0.52
C 4.26 -1.17 -0.81
C 2.90 -1.00 -0.63
N 2.42 -0.03 0.16
C 3.28 0.80 0.77
C 4.66 0.72 0.63
C 5.15 -0.32 -0.17
C 5.57 1.63 1.32
C 5.39 2.95 1.44
C 4.29 3.74 0.85
C 4.42 4.35 -0.39
C 3.32 5.05 -0.85
N 2.23 5.23 -0.12
C 2.25 4.68 1.08
N 3.19 3.89 1.58
H 4.62 -1.96 -1.45
H 2.17 -1.63 -1.11
H 2.83 1.58 1.39
H 6.21 -0.43 -0.30
H 6.46 1.18 1.74
H 6.13 3.53 1.97
H 5.34 4.28 -0.96
H 3.31 5.51 -1.84
H 1.41 4.89 1.73
```

Its orbital gap is 8.1635 eV. Its total charge is +2. The energy is -159559.40575 eV. The spin multiplicity is 1. Its largest force on an atom is 0.9 eV/A. The calculation puts the HOMO energy at -13.4 eV.

=====

No. 3
Density functional theory data (ωB97M-V/def2-TZVPD) for C33H33AsN5NaO2S4 as an isolated structure.

```
79
Properties=species:S:1:pos:R:3
Na -0.35 0.63 0.58
C -4.62 1.98 0.22
C -3.75 2.59 -0.84
C -3.63 3.97 -0.98
C -2.75 4.47 -1.93
C -2.03 3.59 -2.71
C -2.22 2.22 -2.51
N -3.07 1.74 -1.61
C -1.46 1.22 -3.32
C -1.24 1.44 -4.68
C -0.51 0.50 -5.38
C -0.01 -0.59 -4.71
C -0.26 -0.73 -3.34
N -1.00 0.16 -2.67
C 0.35 -1.85 -2.58
C 1.67 -2.18 -2.83
C 2.27 -3.14 -2.02
C 1.52 -3.74 -1.04
C 0.18 -3.38 -0.90
C -0.63 -4.00 0.20
N -0.40 -2.46 -1.66
H -5.22 1.18 -0.21
H -5.26 2.72 0.69
H -3.97 1.53 0.98
H -4.19 4.63 -0.34
H -2.62 5.54 -2.05
H -1.31 3.93 -3.44
H -1.66 2.31 -5.16
H -0.34 0.62 -6.45
H 0.57 -1.35 -5.22
H 2.25 -1.63 -3.55
H 3.33 -3.36 -2.12
H 1.97 -4.41 -0.32
H -1.68 -3.72 0.09
H -0.24 -3.63 1.16
H -0.54 -5.09 0.21
S 1.93 -2.78 2.64
As 2.09 -0.64 2.38
S 2.09 -0.19 0.21
S 0.25 0.32 3.18
S 3.80 0.28 3.30
N -4.69 -4.27 -1.47
C -4.80 -2.91 -1.28
O -5.49 -2.21 -2.01
C -4.03 -2.40 -0.12
C -4.06 -3.04 1.12
C -3.26 -2.56 2.14
C -2.43 -1.47 1.88
N -2.41 -0.85 0.70
C -3.19 -1.30 -0.28
H -5.03 -4.60 -2.37
H -3.85 -4.71 -1.13
H -4.70 -3.90 1.27
H -3.24 -3.03 3.11
H -1.72 -1.09 2.62
H -3.13 -0.78 -1.22
C 1.46 3.46 6.47
C 1.01 3.60 5.04
C -0.34 3.60 4.72
C -0.77 3.56 3.40
C -2.23 3.37 3.11
C 0.20 3.61 2.38
C -0.16 3.44 0.98
O -1.11 2.78 0.56
C 1.57 3.65 2.69
C 2.63 3.53 1.62
C 1.95 3.63 4.02
H 0.65 3.67 7.16
H 2.30 4.11 6.69
H 1.79 2.43 6.63
H -1.07 3.54 5.51
H -2.82 3.58 4.01
H -2.41 2.34 2.82
H -2.59 4.01 2.30
H 0.52 3.90 0.25
H 2.56 2.55 1.13
H 3.62 3.58 2.07
H 2.55 4.31 0.86
H 3.01 3.55 4.26
```

Its orbital gap is 3.8822 eV. Its total charge is -2. The energy is -154904.06684 eV. The spin multiplicity is 1. Its largest force on an atom is 0.5 eV/A. The calculation puts the HOMO energy at -0.4 eV.

=====

No. 4
Density functional theory data (ωB97M-V/def2-TZVPD) for C33H33BaIN7O5 as an isolated structure.

```
80
Properties=species:S:1:pos:R:3
Ba 0.21 -0.03 0.60
O -2.48 3.60 1.32
C -1.58 2.76 1.17
N -1.62 1.43 1.17
C -2.77 0.73 1.58
C -3.71 1.26 2.48
C -4.80 0.52 2.92
C -4.98 -0.77 2.45
C -4.06 -1.32 1.58
C -2.94 -0.61 1.15
N -2.03 -1.13 0.21
C -1.87 -2.43 0.05
O -2.25 -3.40 0.75
C -1.15 -2.77 -1.24
C -1.54 -3.92 -1.93
C -0.93 -4.23 -3.12
C 0.07 -3.40 -3.60
C 0.40 -2.28 -2.85
N -0.19 -1.96 -1.70
C -0.18 3.33 0.94
C 0.11 4.58 1.48
C 1.37 5.12 1.30
C 2.29 4.41 0.53
C 1.91 3.19 0.01
N 0.71 2.64 0.22
H -3.58 2.27 2.82
H -5.50 0.96 3.62
H -5.84 -1.36 2.77
H -4.20 -2.33 1.22
H -2.32 -4.53 -1.50
H -1.22 -5.12 -3.68
H 0.60 -3.61 -4.52
H 1.19 -1.61 -3.18
H -0.66 5.08 2.05
H 1.63 6.08 1.73
H 3.29 4.80 0.35
H 2.59 2.61 -0.61
C 6.18 -0.56 1.71
N 4.76 -0.18 1.81
C 4.58 1.23 1.38
C 3.81 -1.13 1.12
C 3.72 -0.95 -0.39
C 4.73 -1.46 -1.21
C 4.76 -1.13 -2.56
C 3.77 -0.29 -3.07
C 2.73 0.13 -2.24
C 2.64 -0.19 -0.87
H 6.75 0.03 2.42
H 6.54 -0.38 0.70
H 6.29 -1.62 1.96
H 4.52 -0.20 2.84
H 4.88 1.33 0.34
H 5.20 1.86 2.02
H 3.54 1.50 1.49
H 2.84 -0.95 1.57
H 4.15 -2.13 1.40
H 5.49 -2.12 -0.81
H 5.55 -1.51 -3.20
H 3.81 0.01 -4.11
H 1.95 0.75 -2.70
N 0.22 -4.46 1.61
C 0.89 -3.47 0.99
O 0.87 -2.31 1.37
C 1.75 -3.88 -0.19
I 3.44 -5.02 0.47
H -0.59 -4.14 2.14
H 0.06 -5.31 1.11
H 2.15 -2.99 -0.67
H 1.22 -4.51 -0.89
O 0.82 2.04 3.48
C 1.76 1.54 4.06
C 2.10 1.77 5.54
C 3.35 0.90 5.74
C 3.58 0.32 4.35
O 4.56 -0.40 4.08
N 2.66 0.69 3.47
H 1.25 1.47 6.15
H 2.27 2.83 5.71
H 3.21 0.09 6.46
H 4.23 1.47 6.04
```

Its orbital gap is 5.7495 eV. Its total charge is -1. The energy is -64223.75393 eV. The spin multiplicity is 1. Its largest force on an atom is 3.8 eV/A. The calculation puts the HOMO energy at -3.9 eV.

=====

No. 5
Density functional theory data (ωB97M-V/def2-TZVPD) for C33H33Br3NO5Re as an isolated structure.

```
76
Properties=species:S:1:pos:R:3
Re -0.93 0.17 0.98
C -3.70 -0.57 1.80
C -3.75 -1.08 3.08
C -3.16 -2.31 3.37
C -2.50 -3.02 2.38
C -2.40 -2.51 1.10
C -3.00 -1.27 0.79
H -4.22 0.34 1.56
H -4.25 -0.53 3.87
H -3.23 -2.71 4.37
H -2.05 -3.98 2.61
H -1.91 -3.09 0.33
H -3.17 -1.02 -0.25
C 4.09 -1.77 -4.79
C 4.08 -0.50 -3.92
C 4.09 0.75 -4.82
C 5.35 -0.50 -3.07
C 2.83 -0.48 -3.07
C 2.89 -0.37 -1.68
C 1.72 -0.35 -0.96
Br 1.71 -0.03 0.94
C 0.45 -0.46 -1.55
O -0.61 -0.45 -0.77
C 0.38 -0.55 -2.96
C 1.57 -0.55 -3.66
C -0.99 -0.62 -3.63
C -1.80 0.62 -3.21
C -0.92 -0.64 -5.16
C -1.72 -1.89 -3.16
H 5.00 -1.81 -5.38
H 3.25 -1.80 -5.48
H 4.05 -2.66 -4.17
H 4.98 0.73 -5.44
H 4.10 1.65 -4.22
H 3.22 0.78 -5.47
H 6.22 -0.54 -3.72
H 5.38 -1.36 -2.41
H 5.43 0.41 -2.48
H 3.82 -0.27 -1.14
H 1.52 -0.62 -4.74
H -1.27 1.53 -3.51
H -1.95 0.66 -2.13
H -2.77 0.61 -3.70
H -0.46 0.27 -5.55
H -1.93 -0.70 -5.55
H -0.37 -1.51 -5.52
H -1.73 -1.96 -2.08
H -1.23 -2.77 -3.56
H -2.75 -1.88 -3.51
Br -1.13 6.83 4.53
C -1.16 6.10 2.79
C -1.09 6.93 1.67
N -1.07 6.43 0.45
C -1.11 5.13 0.25
C -1.21 4.23 1.31
C -1.23 4.73 2.61
C -1.25 2.77 1.11
O -1.03 2.23 -0.01
O -1.50 2.01 2.09
H -1.05 8.00 1.76
H -1.07 4.80 -0.78
H -1.30 4.05 3.44
Br 1.24 -2.97 3.31
C 0.43 -2.38 4.93
C 0.39 -3.22 6.03
C -0.28 -2.79 7.17
C -0.89 -1.55 7.20
C -0.80 -0.70 6.11
C -0.12 -1.11 4.97
C 0.01 -0.29 3.72
O 0.91 0.51 3.53
O -0.90 -0.56 2.84
H 0.86 -4.19 5.98
H -0.33 -3.44 8.03
H -1.43 -1.24 8.07
H -1.23 0.29 6.13
```

As for the expectation value of S²: 0.7637. Its orbital gap (alpha / beta) is 6.0001 / 6.3763 eV. Its total charge is +1. The energy is -258735.48872 eV. The spin multiplicity is 2. Its largest force on an atom is 2.8 eV/A. The calculation puts the HOMO energy (alpha / beta) at -11.4 / -11.4 eV.

=====

No. 6
Density functional theory data (ωB97M-V/def2-TZVPD) for C33H33Br4CoNO3 as an isolated structure.

```
75
Properties=species:S:1:pos:R:3
Co 0.38 -0.62 -0.69
C 3.43 2.07 -0.95
C 2.81 1.45 -2.17
C 1.74 2.05 -2.81
C 1.10 1.42 -3.88
C 1.53 0.18 -4.32
C 2.60 -0.43 -3.68
C 3.24 0.20 -2.62
H 2.90 1.70 -0.06
H 3.37 3.16 -0.97
H 4.48 1.78 -0.85
H 1.37 3.00 -2.45
H 0.23 1.89 -4.33
H 1.01 -0.33 -5.12
H 2.91 -1.43 -3.97
H 4.04 -0.30 -2.09
Br -4.00 -1.34 -6.05
C -2.57 -1.60 -4.82
C -1.70 -2.66 -4.96
Br -1.91 -3.90 -6.38
C -0.66 -2.83 -4.02
Br 0.59 -4.25 -4.17
C -0.47 -1.96 -2.95
O 0.49 -2.08 -2.09
C -1.37 -0.83 -2.82
O -1.15 0.01 -1.86
C -2.39 -0.69 -3.76
Br -3.51 0.84 -3.55
C -1.32 -1.40 2.74
C -1.96 -1.39 1.38
O -1.34 -1.74 0.39
C -3.37 -0.93 1.23
C -3.79 -0.51 -0.03
C -5.10 -0.07 -0.21
C -5.99 -0.08 0.85
C -5.57 -0.50 2.11
C -4.26 -0.92 2.30
H -0.25 -1.36 2.62
H -1.60 -2.32 3.27
H -1.65 -0.55 3.35
H -3.07 -0.48 -0.84
H -5.40 0.27 -1.19
H -7.01 0.25 0.70
H -6.27 -0.50 2.94
H -3.93 -1.23 3.28
C 4.02 -0.94 1.08
C 3.15 -1.31 2.28
C 2.30 -2.55 1.98
C 2.33 -0.15 2.82
C 2.50 0.20 4.15
C 1.82 1.26 4.75
C 0.96 2.00 3.94
C 0.74 1.70 2.60
C -0.21 2.60 1.82
C -1.50 1.90 1.39
C 0.45 3.28 0.62
C 1.39 0.56 1.97
N 1.13 0.21 0.73
H 4.65 -1.79 0.78
H 4.67 -0.10 1.32
H 3.38 -0.65 0.24
H 3.84 -1.59 3.09
H 1.57 -2.33 1.20
H 1.77 -2.87 2.88
H 2.93 -3.39 1.65
H 3.21 -0.37 4.74
H 1.98 1.52 5.79
H 0.44 2.86 4.36
H -0.50 3.40 2.52
H -1.27 1.11 0.67
H -2.18 2.61 0.90
H -2.02 1.47 2.25
H 0.70 2.53 -0.13
H 1.36 3.80 0.91
H -0.24 4.01 0.17
```

As for the expectation value of S²: 3.7737. Its orbital gap (alpha / beta) is 4.5886 / 4.8310 eV. Its total charge is -2. The energy is -360188.13332 eV. The spin multiplicity is 4. Its largest force on an atom is 0.7 eV/A. The calculation puts the HOMO energy (alpha / beta) at -0.5 / -0.8 eV.